# 1
Entry from the OMol25 dataset: a molecular structure, C6H9NOS (ωB97M-V/def2-TZVPD).

Cartesian coordinates (Å):
C  -0.6948  -2.1910  -0.4080
C  -0.4711  -1.9312  2.0326
C  -0.2706  -0.9753  0.0822
C  -0.4865  1.9724  0.4232
C  0.7048  1.4064  -0.3277
C  0.2636  0.2907  -1.2427
N  -0.0882  -0.8403  1.4126
O  1.2188  -0.0995  -2.1000
S  -0.8640  -3.2448  0.9202
H  -0.5852  -2.2909  -1.4532
H  -0.6482  -2.2853  3.0629
H  -0.1863  2.8255  1.0488
H  -1.0346  2.3188  -0.4664
H  -0.9447  1.1645  1.0649
H  1.3464  1.0028  0.4403
H  1.2426  2.1144  -0.9431
H  -0.5918  0.5124  -1.7673
H  2.0897  0.2504  -1.7792

Cartesian forces (eV/Å) of the 6 atoms listed first:
C 1.03 1.71 1.58
C -0.17 -1.66 -1.38
C 1.09 0.84 -3.77
C 0.12 0.17 -0.57
C -0.09 -0.64 0.61
C 0.25 -1.28 5.46

Values from the calculation:
HOMO level: -9.081 eV
HOMO-LUMO gap: 9.9110 eV

# 2
Entry from the OMol25 dataset: a single C21H29N5O3 molecule (ωB97M-V/def2-TZVPD).

Cartesian coordinates (Å):
C  -2.3612  -3.6705  0.7200
O  -0.9654  -3.8663  0.7422
C  -0.1805  -2.9953  0.0474
C  -0.6456  -1.8510  -0.5864
C  0.2386  -1.0193  -1.2547
C  1.5960  -1.3076  -1.3034
C  2.5529  -0.3336  -1.9448
N  3.1792  0.6136  -1.0209
C  4.2960  0.1297  -0.2485
C  3.8974  -0.2786  1.1763
N  3.3549  0.8965  1.8116
C  2.6051  1.7856  1.1427
O  2.1868  2.8039  1.6740
C  2.2019  1.3840  -0.2678
C  1.7425  2.6178  -1.0798
C  0.2245  2.6657  -1.0462
O  -0.4775  2.3440  -1.9843
N  -0.2564  3.0426  0.1572
C  -1.6274  2.8103  0.5359
C  -1.7348  1.5865  1.4528
C  -3.1857  1.2271  1.7856
N  -3.8771  0.7067  0.6391
C  -4.6637  1.3727  -0.2284
C  -5.0573  0.4707  -1.1892
C  -4.4417  -0.7282  -0.8127
N  -3.7327  -0.5684  0.2898
C  2.0463  -2.4698  -0.6836
C  1.1859  -3.3174  -0.0112
C  1.6715  -4.5674  0.6552
H  -2.7770  -4.4658  1.3371
H  -2.7542  -3.7583  -0.2976
H  -2.6516  -2.6977  1.1267
H  -1.6916  -1.5909  -0.5586
H  -0.1446  -0.1411  -1.7551
H  2.0070  0.2601  -2.6831
H  3.3577  -0.8619  -2.4598
H  5.0311  0.9426  -0.1702
H  4.7642  -0.7051  -0.7695
H  3.1453  -1.0762  1.1421
H  4.7635  -0.6294  1.7395
H  3.5977  1.1195  2.7650
H  1.3155  0.7465  -0.0798
H  2.1608  3.5256  -0.6451
H  2.0838  2.5192  -2.1081
H  0.4206  3.2100  0.8958
H  -2.1835  2.6415  -0.3904
H  -2.0247  3.6967  1.0410
H  -1.2697  0.7296  0.9600
H  -1.1933  1.7833  2.3802
H  -3.7223  2.1073  2.1488
H  -3.1990  0.4536  2.5585
H  -4.8904  2.4120  -0.1008
H  -5.6898  0.6457  -2.0345
H  -4.4916  -1.6858  -1.2925
H  3.0954  -2.7299  -0.7376
H  2.7404  -4.6990  0.5064
H  1.1456  -5.4318  0.2532
H  1.4599  -4.5300  1.7230

Cartesian forces (eV/Å) of the 6 atoms listed first:
C -0.30 0.09 0.10
O 0.50 0.00 -0.09
C 0.14 0.11 -0.08
C -0.25 -0.25 0.16
C 0.23 -0.16 -0.10
C -0.09 0.08 -0.14

Values from the calculation:
SMILES string: COc1ccc(CN2CCNC(=O)[C@H]2CC(=O)NCCCn2cccn2)cc1C
HOMO level: -8.182 eV
HOMO-LUMO gap: 8.8571 eV

# 3
Entry from the OMol25 dataset: a molecular structure, C35H28F4N6S3Y (ωB97M-V/def2-TZVPD).

Cartesian coordinates (Å):
Y  -0.4578  0.7980  -0.2273
C  -3.3856  2.6831  -1.6152
N  -2.6930  2.3955  -0.3555
C  -3.7131  2.1334  0.6681
C  -1.8810  3.5854  -0.0083
C  -1.0906  3.4195  1.3053
N  -0.8242  2.0041  1.5398
C  -1.0157  1.4751  2.7873
C  -1.4065  0.1355  2.8685
F  -1.6163  -0.5190  1.6647
C  -1.5526  -0.5569  4.0473
F  -1.9131  -1.8456  4.0011
C  -1.3360  0.0766  5.2593
C  -0.9704  1.4112  5.2145
F  -0.7203  2.0686  6.3487
C  -0.8116  2.1013  4.0213
F  -0.3648  3.3705  4.0630
H  -4.0693  3.5333  -1.4992
H  -2.6582  2.9326  -2.3851
H  -3.9674  1.8188  -1.9313
H  -4.3749  3.0020  0.7811
H  -4.3203  1.2801  0.3650
H  -3.2530  1.9122  1.6259
H  -1.2025  3.7573  -0.8517
H  -2.5272  4.4731  0.0585
H  -0.1561  3.9848  1.2049
H  -1.6405  3.8588  2.1424
H  -1.4415  -0.4458  6.1956
S  -1.7592  -3.0726  -4.8584
C  -1.5161  -3.9088  -6.3265
C  -0.2808  -4.4775  -6.3872
C  0.4843  -4.2299  -5.2189
C  -0.1860  -3.4727  -4.3004
C  0.2971  -3.0538  -2.9822
C  -0.1329  -1.8527  -2.3997
N  0.2564  -1.4180  -1.2174
C  1.1541  -2.1594  -0.5186
C  1.6370  -3.3812  -1.0012
C  2.5638  -4.1494  -0.2124
C  2.9968  -3.6939  0.9791
C  2.5579  -2.4184  1.4821
C  3.0462  -1.8782  2.6827
C  2.6409  -0.6309  3.0995
C  1.7328  0.0554  2.2681
N  1.2385  -0.4406  1.1561
C  1.6433  -1.6631  0.7440
C  3.0936  -0.0032  4.3423
C  3.6744  -0.6097  5.4204
C  3.9703  0.3001  6.4657
C  3.6197  1.5784  6.1504
S  2.9241  1.6883  4.5986
C  1.1771  -3.8213  -2.2500
H  -2.2988  -3.9428  -7.0624
H  0.0727  -5.0471  -7.2304
H  1.4986  -4.5699  -5.0867
H  -0.8321  -1.2226  -2.9330
H  2.9069  -5.0970  -0.6031
H  3.6945  -4.2692  1.5709
H  3.7654  -2.4470  3.2569
H  1.4001  1.0519  2.5285
H  3.8589  -1.6712  5.4833
H  4.4226  0.0201  7.4021
H  3.7362  2.4636  6.7482
H  1.5097  -4.7802  -2.6259
C  -2.1863  0.6966  -3.9203
C  -0.8714  1.4098  -3.8111
C  -0.2506  1.9290  -4.9343
C  0.9826  2.5324  -4.7484
N  1.5864  2.6219  -3.5747
C  0.9355  2.1178  -2.5304
S  1.6594  2.1907  -0.9449
N  -0.2881  1.5246  -2.6103
H  -2.1122  -0.1158  -4.6470
H  -2.9649  1.3739  -4.2718
H  -2.5051  0.2877  -2.9600
H  -0.7052  1.8556  -5.9097
H  1.5156  2.9570  -5.5903

Cartesian forces (eV/Å) of the 6 atoms listed first:
Y -0.09 -0.17 -0.61
C 0.01 0.06 -0.02
N 0.28 -0.08 -0.10
C -0.04 0.03 0.02
C -0.04 0.00 0.00
C 0.07 0.07 0.15

Values from the calculation:
HOMO level: -10.314 eV
Charge: +1
HOMO-LUMO gap: 6.9258 eV

# 4
Entry from the OMol25 dataset: a gas-phase ion, C5H11FNO (charge +1) (ωB97M-V/def2-TZVPD).

Cartesian coordinates (Å):
C  0.0306  0.3993  -0.6890
C  -0.4416  0.0618  1.6681
C  1.2364  -0.4720  -0.6706
C  -1.3395  2.0330  0.5420
C  1.2424  -1.9169  -0.9476
N  -0.2212  1.0550  0.6329
O  -0.0528  -2.4189  -0.8164
F  2.4111  0.1467  -0.5687
H  0.1454  1.1935  -1.4383
H  -0.8263  -0.2314  -0.9427
H  -0.9849  -0.8181  1.3818
H  -0.4945  0.4212  2.6776
H  -2.2317  1.5185  0.1895
H  -1.5441  2.4560  1.5233
H  -1.0915  2.8398  -0.1461
H  1.9571  -2.4119  -0.2646
H  1.6426  -2.0806  -1.9708
H  0.6290  1.5810  0.8790
H  -0.0666  -3.3558  -1.0392

Cartesian forces (eV/Å) of the 6 atoms listed first:
C 0.69 -0.54 -0.99
C -0.10 -0.20 0.01
C -0.96 0.38 0.76
C -0.65 0.48 0.07
C 1.15 -0.50 -0.47
N 0.33 0.31 0.24

Values from the calculation:
HOMO level (spin up / spin down): -14.283 / -12.132 eV
Charge: +1
HOMO-LUMO gap (spin up / spin down): 10.4614 / 7.1213 eV

# 5
Entry from the OMol25 dataset: a single C21H23N3O2 molecule (ωB97M-V/def2-TZVPD).

Cartesian coordinates (Å):
C  0.9762  4.0824  -3.5014
N  0.3525  4.8876  -2.4703
C  -0.1221  6.1684  -2.9405
C  0.1637  4.4391  -1.1958
C  0.7274  3.1979  -0.7850
C  0.7521  2.8509  0.5544
C  -0.0293  3.5218  1.4918
C  -0.1991  2.9506  2.8808
C  -1.3373  3.5379  3.7009
C  -1.1392  3.8700  5.0435
C  -2.2283  4.2056  5.8399
C  -3.5382  4.2333  5.2817
N  -4.6302  4.5433  6.0541
C  -4.5841  5.5515  7.0943
C  -5.9598  4.1870  5.6124
C  -3.7140  3.9550  3.9102
C  -2.6005  3.7050  3.1289
N  -0.3275  1.4649  2.8372
C  -1.5074  0.7138  3.0348
O  -2.6728  1.1043  3.0002
C  -1.0481  -0.6670  3.2089
C  0.2721  -0.7350  2.9781
C  0.7942  0.6101  2.7496
O  1.9560  0.9555  2.5008
C  -0.5973  4.7466  1.1050
C  -0.5456  5.1915  -0.2151
H  1.6781  3.3623  -3.0782
H  0.2261  3.5465  -4.1086
H  1.5219  4.7544  -4.1730
H  0.1125  6.9722  -2.2339
H  0.3808  6.3594  -3.8949
H  -1.2050  6.1724  -3.1240
H  1.1841  2.5045  -1.4929
H  1.3926  2.0352  0.8549
H  0.7222  3.1180  3.4600
H  -0.1262  3.8399  5.4570
H  -2.0966  4.3860  6.9093
H  -3.5621  5.6700  7.4704
H  -4.9616  6.5210  6.7206
H  -5.2589  5.2370  7.9007
H  -5.9973  3.1327  5.3196
H  -6.6354  4.3567  6.4524
H  -6.2871  4.7966  4.7561
H  -4.7129  3.9267  3.4564
H  -2.7058  3.6095  2.0481
H  -1.7692  -1.4347  3.4511
H  0.9286  -1.5879  2.9754
H  -1.0993  5.3521  1.8602
H  -1.0574  6.1166  -0.5013

Cartesian forces (eV/Å) of the 6 atoms listed first:
C -0.17 -0.06 -0.05
N 0.23 0.25 -0.79
C -0.19 -0.05 0.10
C -0.20 -0.58 0.82
C 0.14 0.60 0.03
C -0.62 -0.13 -0.50

Values from the calculation:
SMILES string: CN(C)c1ccc(C(c2ccc(N(C)C)cc2)N2C(=O)C=CC2=O)cc1
HOMO level: -7.222 eV
HOMO-LUMO gap: 6.4911 eV

# 6
Entry from the OMol25 dataset: 2 unconnected molecules or ions with the total composition CH3F3Si (ωB97M-V/def2-TZVPD).

Cartesian coordinates (Å):
C  0.3611  0.2694  -0.7698
F  0.6648  2.0644  -0.2697
F  -0.3438  0.4680  -1.8462
F  1.5796  -0.0696  -1.0981
Si  -0.4502  -0.5409  0.7897
H  -1.8161  -0.8178  0.3469
H  0.3444  -1.7608  0.9447
H  -0.3398  0.3873  1.9025

Cartesian forces (eV/Å) of the 6 atoms listed first:
C 1.05 3.70 0.33
F -0.76 -3.71 -0.72
F -0.01 -0.17 0.24
F -0.33 -0.03 0.17
Si 0.20 0.30 -0.36
H -0.16 -0.03 0.06

Values from the calculation:
HOMO level: -11.795 eV
HOMO-LUMO gap: 11.9697 eV

DFT total energy (Ha)
-762.11942; -1317.14447; -3311.41958; -426.58134; -1128.73259; -628.91147
Largest force on an atom (eV/A)
5.61; 0.77; 0.76; 1.34; 2.55; 3.86
Energy relative to the best compared isomer or geometry (same formula, charge and spin) (kJ/mol)
128.7; 230.0; 49.8; 313.0; 273.8; 790.6